[1]
The following is a DFT calculation (wB97M-V/def2-TZVPD) of a structure of composition C25H35BF2MoN4Si.

Element x y z (Å)
Mo: 0.178 -0.244 0.032
C: 0.353 -0.912 -3.602
C: -0.723 0.167 -3.576
C: -1.613 0.027 -2.344
N: -1.135 0.750 -1.143
C: -1.652 1.959 -0.827
C: -2.369 2.711 -1.760
C: -2.989 3.942 -1.644
C: -3.044 4.780 -0.545
C: -2.459 4.570 0.693
C: -1.729 3.491 1.160
C: -1.356 2.293 0.538
N: -0.607 1.328 1.161
C: -0.632 1.303 2.633
C: -1.614 0.226 3.055
C: -1.085 -1.183 2.910
N: -0.558 -1.558 1.572
C: -0.444 -2.876 1.344
C: -0.755 -3.848 2.334
C: -0.835 -5.212 2.254
C: -0.605 -6.072 1.169
C: -0.088 -5.723 -0.046
C: 0.308 -4.451 -0.490
C: 0.161 -3.212 0.082
N: 0.584 -2.068 -0.573
C: 1.568 -2.101 -1.664
C: 1.374 -0.812 -2.460
H: 0.895 -0.883 -4.547
H: -0.142 -1.886 -3.559
H: -1.338 0.078 -4.471
H: -0.273 1.165 -3.601
H: -1.677 -1.028 -2.070
H: -2.640 0.329 -2.541
H: -2.440 2.271 -2.745
H: -3.485 4.296 -2.540
H: -3.584 5.711 -0.672
H: -2.582 5.374 1.409
H: -1.371 3.635 2.166
H: -0.944 2.249 3.054
H: 0.359 1.110 3.016
H: -2.539 0.347 2.486
H: -1.871 0.357 4.108
H: -1.917 -1.848 3.134
H: -0.306 -1.358 3.655
H: -0.964 -3.461 3.318
H: -1.125 -5.698 3.178
H: -0.812 -7.122 1.333
H: 0.075 -6.527 -0.753
H: 0.774 -4.458 -1.464
H: 1.449 -2.956 -2.326
H: 2.563 -2.157 -1.222
H: 2.325 -0.434 -2.811
H: 1.043 0.004 -1.759
F: 1.778 -0.315 2.882
B: 1.765 -0.544 1.573
F: 2.756 -1.347 1.157
C: 3.511 1.188 -1.200
Si: 2.250 1.614 0.078
C: 3.139 1.840 1.688
C: 1.487 3.227 -0.395
H: 4.322 1.906 -1.029
H: 3.159 1.336 -2.220
H: 3.938 0.189 -1.094
H: 3.821 2.683 1.528
H: 3.751 0.982 1.968
H: 2.490 2.100 2.523
H: 2.333 3.863 -0.682
H: 0.978 3.714 0.436
H: 0.814 3.180 -1.254

Its total charge is +2. The calculation puts the HOMO energy at -13.94 eV. Its strongest force on any atom is 1.1 eV/Å. The lowest unoccupied orbital energy is -7.41 eV. The value obtained for the relative energy (zero: lowest compared OMol25 entry of this formula, charge and spin) is 105.8 kJ/mol.

[2]
The following is a DFT calculation (wB97M-V/def2-TZVPD) of the ion C4H10NOS2 with charge +1.

Element x y z (Å)
C: 2.697 2.123 1.445
S: 2.017 1.851 -0.179
S: 0.033 1.767 -0.134
C: -0.258 0.025 0.323
C: -1.484 -0.569 -0.425
N: -1.123 -0.986 -1.865
C: -1.814 -1.988 0.203
O: -2.842 -2.284 0.745
H: 2.754 1.197 2.120
H: 3.748 2.557 1.248
H: 2.344 2.987 2.163
H: -0.218 -0.113 1.418
H: 0.642 -0.600 0.064
H: -2.358 0.175 -0.425
H: -1.766 -1.728 -2.098
H: -0.135 -1.328 -1.971
H: -1.185 -0.316 -2.577
H: -1.050 -2.770 -0.054

Its total charge is +1. The calculation puts the HOMO energy at -12.60 eV. Its strongest force on any atom is 3.7 eV/Å. The lowest unoccupied orbital energy is -4.05 eV. The value obtained for the relative energy (zero: lowest compared OMol25 entry of this formula, charge and spin) is 100.9 kJ/mol. Its SMILES is CSSC[C@@H]([NH3+])C=O.

[3]
The following is a DFT calculation (wB97M-V/def2-TZVPD) of the molecule C21H26N4O3.

Element x y z (Å)
C: 4.337 -1.726 -2.193
C: 4.685 -3.032 -1.484
O: 3.707 -3.484 -0.573
C: 2.542 -4.038 -1.153
C: 1.534 -3.040 -1.655
C: 0.859 -3.201 -2.845
N: -0.094 -2.377 -3.270
C: -0.393 -1.359 -2.477
C: -1.475 -0.427 -2.920
N: 0.188 -1.091 -1.321
C: 1.153 -1.910 -0.893
N: 1.755 -1.581 0.267
C: 1.129 -0.577 1.092
C: -0.346 -0.953 1.303
O: -0.658 -2.127 1.397
C: -1.300 0.135 1.315
C: -2.630 -0.003 0.937
C: -3.344 -1.225 0.499
N: -3.245 1.208 0.958
C: -4.608 1.450 0.578
C: -2.342 2.165 1.363
C: -2.506 3.526 1.556
C: -1.429 4.264 2.008
C: -0.203 3.647 2.279
O: 0.900 4.306 2.748
C: 0.815 5.689 2.981
C: -0.036 2.282 2.083
C: -1.099 1.528 1.601
H: 4.068 -0.965 -1.464
H: 5.199 -1.385 -2.761
H: 3.502 -1.862 -2.876
H: 4.888 -3.816 -2.228
H: 5.581 -2.892 -0.872
H: 2.085 -4.626 -0.346
H: 2.813 -4.724 -1.969
H: 1.075 -4.039 -3.499
H: -1.702 0.270 -2.118
H: -2.360 -0.996 -3.194
H: -1.146 0.123 -3.799
H: 2.368 -2.268 0.679
H: 1.187 0.388 0.584
H: 1.645 -0.529 2.052
H: -2.627 -2.033 0.388
H: -3.856 -1.058 -0.448
H: -4.082 -1.526 1.243
H: -5.250 0.654 0.959
H: -4.712 1.494 -0.510
H: -4.939 2.396 0.999
H: -3.447 4.019 1.365
H: -1.555 5.324 2.157
H: 1.796 5.986 3.348
H: 0.593 6.241 2.062
H: 0.061 5.926 3.739
H: 0.918 1.847 2.325

The calculation puts the HOMO energy at -7.79 eV. Its strongest force on any atom is 0.7 eV/Å. The lowest unoccupied orbital energy is 0.72 eV. The value obtained for the relative energy (zero: lowest compared OMol25 entry of this formula, charge and spin) is 192.2 kJ/mol. Its SMILES is CCOCc1cnc(C)nc1NCC(=O)c1c(C)n(C)c2ccc(OC)cc12.

[4]
The following is a DFT calculation (wB97M-V/def2-TZVPD) of a structure of composition C18H18ClCoO5.

Element x y z (Å)
C: 0.843 -2.494 1.811
C: -0.627 -2.584 1.637
C: -0.874 -2.556 0.228
H: -1.341 -2.861 2.404
C: 0.359 -2.541 -0.435
C: 1.397 -2.368 0.502
H: 2.438 -2.300 0.220
H: 1.369 -2.581 2.770
H: -1.836 -2.562 -0.275
H: 0.482 -2.768 -1.487
C: -1.215 2.140 0.233
C: -1.127 2.237 1.680
C: 0.361 2.202 2.009
H: -1.824 2.735 2.341
C: 1.050 2.057 0.749
C: 0.088 2.036 -0.277
H: 0.320 2.015 -1.332
H: -2.138 2.182 -0.345
H: 0.695 2.648 2.921
H: 2.118 2.113 0.606
Co: 0.104 -0.613 1.991
O: 0.054 0.059 -2.964
C: -1.311 -0.471 -2.970
C: -0.242 -0.971 -3.876
H: -1.571 -0.849 -1.986
H: -2.138 -0.055 -3.509
H: 0.078 -2.004 -3.744
H: 1.222 -1.915 -5.984
C: 0.791 -0.921 -6.175
C: -0.040 -0.345 -5.188
C: -0.325 1.044 -5.311
H: -0.710 1.582 -4.440
C: 0.061 1.771 -6.423
H: -0.185 2.832 -6.445
C: 0.717 1.131 -7.482
H: 0.954 1.679 -8.375
C: 1.111 -0.201 -7.343
H: 1.659 -0.706 -8.156
O: -0.569 1.530 4.936
Cl: -0.004 0.170 4.932
O: 1.256 0.128 4.040
O: -0.960 -0.813 4.257
O: -0.539 1.062 2.328

The spin multiplicity is 5. The calculation puts the HOMO energy (spin up / spin down) at -8.28 / -8.61 eV. Its strongest force on any atom is 2.4 eV/Å. The lowest unoccupied orbital energy (spin up / spin down) is 0.50 / -1.98 eV.

- Look up the strongest force on any atom of the first one.
  1.1 eV/Å

- What is the formula in the fourth record?
  C18H18ClCoO5

- Which formula does entry 4 have?
  C18H18ClCoO5

- Which formula does entry 4 have?
  C18H18ClCoO5